30
Properties=species:S:1:pos:R:3 method="wB97M-V/def2-TZVPD" e_lumo_ev=-0.07 homo_energy_ev=-8.43 orbital_gap_ev=8.367
C 0.66828 -4.22034 -0.98179
O -0.11519 -4.18678 -0.10314
C 0.14550 -3.16828 0.98873
C -0.71075 -3.10418 2.06692
C -1.02010 -2.16943 2.88425
C -0.03997 -1.18361 2.86088
C 0.98727 -1.08997 1.86518
C 0.89464 -2.21808 1.11559
C 2.07273 -2.25618 0.03805
O 3.09541 -2.95558 -0.27545
N 2.21086 -0.93556 -0.64408
N 1.26179 -0.07265 -0.81564
C 1.56738 1.02471 -1.34333
C 0.57498 2.11610 -1.47426
C 0.49923 3.22887 -2.06401
C -0.89347 4.05366 -1.81865
C -1.51848 3.40590 -0.79169
Cl -2.97849 3.94805 -0.12201
S -0.99004 1.78357 -0.42837
H 1.61609 -4.45140 -0.84129
H 0.51009 -3.24668 -1.60399
H 0.14742 -5.04021 -1.67028
H -1.61392 -3.82387 2.04253
H -1.57680 -2.11747 3.79752
H -0.13546 -0.29628 3.70477
H 1.86218 -0.32966 1.74889
H 3.03953 -0.79322 -1.32852
H 2.04630 1.09943 -2.13368
H 1.25490 3.53110 -2.61098
H -0.99997 4.95298 -2.15198


30
Properties=species:S:1:pos:R:3 method="wB97M-V/def2-TZVPD" multiplicity=2 e_lumo_ev="-13.74 / -13.71" homo_energy_ev="-18.78 / -18.60" total_charge=+3 orbital_gap_ev="5.044 / 4.888"
Re 0.89212 -0.29484 0.00007
O 2.89255 -0.16718 0.00018
C 3.56758 1.13286 0.00015
C 2.49175 2.17846 0.00004
C 2.77310 3.52517 -0.00004
C 1.72142 4.43525 -0.00015
C 0.41026 3.96505 -0.00017
C 0.18768 2.61117 -0.00006
N 1.20832 1.71424 0.00001
H 3.54100 -0.89466 0.00022
H 4.19842 1.21220 -0.88702
H 4.19836 1.21228 0.88737
H 3.80156 3.86340 -0.00002
H 1.92281 5.49883 -0.00022
H -0.43081 4.64418 -0.00024
H -0.81597 2.20732 -0.00005
Cl -4.91381 -4.72218 -0.00009
C -3.78045 -3.50088 -0.00002
C -4.17833 -2.13852 0.00018
C -3.24041 -1.14812 0.00021
C -1.85619 -1.46018 0.00007
O -0.96631 -0.51245 0.00012
C -1.43913 -2.84200 -0.00010
C -0.03813 -3.19314 -0.00022
O 0.89964 -2.37139 -0.00016
C -2.39827 -3.82956 -0.00012
H -5.23276 -1.88946 0.00029
H -3.53515 -0.10565 0.00035
H 0.21748 -4.25706 -0.00035
H -2.09832 -4.87315 -0.00024


32
Properties=species:S:1:pos:R:3 method="wB97M-V/def2-TZVPD" multiplicity=2 e_lumo_ev="-4.42 / -5.62" homo_energy_ev="-11.74 / -11.70" total_charge=+1 orbital_gap_ev="7.316 / 6.077"
Cu 0.35852 -0.18079 -1.01578
N -2.75767 2.43931 -1.84375
C -1.92204 1.44756 -1.55079
S -0.20468 1.85167 -1.47011
N -2.43143 0.25646 -1.33604
N -1.50395 -0.66020 -1.05996
C -1.75742 -1.90544 -0.83838
C -3.12027 -2.47253 -0.82343
C -4.06970 -1.94693 0.05035
C -5.34262 -2.49180 0.08747
C -5.67585 -3.54165 -0.75717
C -4.73383 -4.05640 -1.63730
C -3.45187 -3.53080 -1.66659
C -0.55472 -2.72854 -0.55720
C -0.61896 -4.05254 -0.17596
C 0.55976 -4.72846 0.11638
C 1.76928 -4.06492 0.02270
C 1.76130 -2.73342 -0.35124
N 0.63348 -2.08448 -0.63545
H -2.41042 3.36204 -2.03693
H -3.74614 2.25640 -1.90016
H -3.80286 -1.12227 0.69823
H -6.07742 -2.09234 0.77356
H -6.67401 -3.95784 -0.73247
H -4.99725 -4.86745 -2.30282
H -2.71637 -3.92692 -2.35694
H -1.57930 -4.53988 -0.09238
H 0.52704 -5.76544 0.42244
H 2.70522 -4.55820 0.23962
H 2.68168 -2.16871 -0.42319
I -0.90686 -0.65938 2.43205
I -0.98147 -1.37208 4.98026


35
Properties=species:S:1:pos:R:3 method="wB97M-V/def2-TZVPD" e_lumo_ev=2.68 homo_energy_ev=-4.34 total_charge=-1 orbital_gap_ev=7.027
C -3.41530 -1.20433 1.91873
C -2.42813 -0.07855 2.11611
O -1.17358 -0.63557 2.65583
C -0.18891 0.28522 2.73173
O -0.27619 1.33815 2.09503
C 1.02793 -0.07688 3.61018
C 2.27862 -0.09782 2.64038
C 2.97675 -1.40155 2.29737
O 2.66805 0.95617 2.16536
C 0.92831 1.02552 4.85148
C 1.08718 0.22208 6.07608
N 2.28432 -0.59862 6.17107
O 2.38804 -1.25686 7.23815
O 3.18303 -0.60546 5.28907
C 0.38351 0.32840 7.25778
C -0.54131 1.35996 7.46481
C -1.23610 1.75685 8.65716
N -1.87925 2.03228 9.59554
C -0.78188 2.19346 6.31616
N -1.45691 3.37710 6.41498
O -1.10108 4.02508 5.22747
N -0.16928 3.27395 4.45921
O 0.38461 3.79012 3.50739
C -0.01179 2.09121 5.14267
H -4.39936 -0.80886 1.64524
H -3.10019 -1.85650 1.09536
H -3.55213 -1.78923 2.83416
H -2.23289 0.45080 1.17638
H -2.78508 0.63665 2.87280
H 0.87503 -1.07698 4.05959
H 2.33434 -2.22262 1.96012
H 3.74405 -1.26417 1.51783
H 3.54364 -1.68269 3.19417
H 1.80523 1.39172 4.20871
H 0.64230 -0.23787 8.13980


34
Properties=species:S:1:pos:R:3 method="wB97M-V/def2-TZVPD" e_lumo_ev=0.38 homo_energy_ev=-7.71 orbital_gap_ev=8.087
Be 0.98157 -0.56412 0.13414
O -0.34488 0.17824 0.36589
C -0.60503 1.41579 0.09601
C -1.85986 1.94921 0.44761
C -2.17452 3.26040 0.19907
C -1.25275 4.09812 -0.42397
C -0.02473 3.60365 -0.79522
C 0.32605 2.27085 -0.54860
C 1.60137 1.74249 -0.93364
N 2.00778 0.49631 -0.72648
C 3.26012 0.37966 -1.24225
C 3.63294 1.57061 -1.77952
N 2.58147 2.42341 -1.57691
H -2.56638 1.28450 0.92032
H -3.14216 3.64374 0.48449
H -1.50151 5.12940 -0.61548
H 0.67223 4.26321 -1.29170
H 3.79193 -0.54550 -1.18057
H 4.52638 1.88014 -2.28159
H 2.54208 3.38393 -1.87128
S 0.56514 -2.27657 -1.36827
C -0.71928 -2.68863 -0.42124
N -0.69010 -3.62714 0.52839
C -1.86932 -3.76822 1.35210
C -3.03648 -3.32697 0.47933
S -2.33038 -2.05545 -0.63917
H 0.20620 -3.94379 0.87227
H -1.77903 -3.13601 2.24445
H -1.98510 -4.80817 1.66539
H -3.85352 -2.89046 1.04661
H -3.40945 -4.14144 -0.14351
O 2.66734 -2.09806 3.32038
C 2.15673 -1.72013 2.33987
N 1.62516 -1.38304 1.34310


32
Properties=species:S:1:pos:R:3 method="wB97M-V/def2-TZVPD" e_lumo_ev=-0.63 homo_energy_ev=-5.33 orbital_gap_ev=4.699
Tl -0.46021 1.38380 -0.44022
Br -1.33421 -5.18400 -2.78242
C -1.01601 -3.61210 -1.75182
C -2.05101 -3.03650 -1.00832
C -1.75211 -1.87580 -0.32562
N -0.56441 -1.28050 -0.33302
C 0.45909 -1.88200 -0.99442
C 0.23809 -3.05370 -1.73732
C 1.73209 -1.19860 -0.98792
C 2.81079 -1.61250 -1.78982
C 3.95459 -0.85370 -1.80682
Br 5.40999 -1.37250 -2.92402
C 4.05459 0.29700 -1.01642
C 2.94149 0.63560 -0.27712
N 1.80329 -0.04940 -0.26982
H -3.03441 -3.47810 -0.97902
H -2.51301 -1.39190 0.27528
H 1.02909 -3.51700 -2.30162
H 2.75309 -2.49840 -2.40042
H 4.95449 0.89080 -0.99612
H 2.95239 1.51980 0.34678
N -1.57891 2.47880 3.95758
C -1.56701 2.20090 2.64088
O -0.72211 1.44600 2.17058
C -2.63951 2.87120 1.81588
C -2.04211 3.38500 0.52458
H -0.87691 2.07910 4.56028
H -2.26811 3.08700 4.36588
H -3.13211 3.65790 2.41028
H -3.39101 2.11270 1.57888
H -1.35731 4.21360 0.68888
H -2.79261 3.63760 -0.21352


30
Properties=species:S:1:pos:R:3 method="wB97M-V/def2-TZVPD" e_lumo_ev=0.66 homo_energy_ev=-8.53 orbital_gap_ev=9.184
C -7.25306 -1.77686 0.33726
O -6.07024 -1.80864 -0.42371
C -5.15317 -0.81970 -0.24615
C -5.27628 0.23172 0.65440
C -4.27043 1.18033 0.74959
C -3.13985 1.10983 -0.04642
C -2.03034 2.12170 0.06747
N -0.80986 1.50499 0.55144
C 0.26650 1.32208 -0.25121
O 0.34378 1.75791 -1.38027
C 1.36669 0.55931 0.38623
C 1.48600 -0.09246 1.59081
C 2.78063 -0.65025 1.62477
C 3.34746 -0.29330 0.43394
Br 5.03736 -0.65127 -0.25851
O 2.51475 0.42688 -0.31412
C -3.02210 0.05408 -0.94710
C -4.01062 -0.89839 -1.04680
H -7.83219 -0.86842 0.14271
H -7.82962 -2.64485 0.02161
H -7.04436 -1.85298 1.40946
H -6.14492 0.32523 1.28690
H -4.38087 1.99220 1.45463
H -1.78798 2.54050 -0.91322
H -2.31684 2.93191 0.74492
H -0.85224 1.04887 1.44730
H 0.75227 -0.17819 2.36634
H 3.23123 -1.22812 2.40440
H -2.14576 -0.00965 -1.57492
H -3.92981 -1.71779 -1.74309


38
Properties=species:S:1:pos:R:3 method="wB97M-V/def2-TZVPD" multiplicity=2 e_lumo_ev="-9.94 / -9.28" homo_energy_ev="-15.20 / -15.20" total_charge=+2 orbital_gap_ev="5.263 / 5.920"
Mn -0.56494 0.18677 0.31141
O -2.23234 4.33997 0.39741
C -1.46024 3.30997 0.29981
O -1.81524 2.15867 0.53861
C -0.04164 3.61607 -0.16359
O 0.83026 2.56877 0.19651
C 1.37956 2.63567 1.50151
C 1.19666 1.28347 2.22421
O 1.81716 0.92547 3.17181
O 0.28046 0.56577 1.58321
H -3.15194 4.15017 0.67071
H -0.05534 3.64207 -1.26129
H 0.29806 4.59357 0.19721
H 2.45666 2.83977 1.44121
H 0.90626 3.40967 2.11891
Cl 4.15016 -5.07503 0.49501
C 3.34476 -3.60973 0.27791
C 4.12846 -2.42833 -0.02849
Cl 5.80166 -2.56263 -0.13499
C 3.51796 -1.20203 -0.25619
Cl 4.42096 0.19387 -0.63189
C 2.09136 -1.09983 -0.26589
O 1.45386 -0.14203 -0.71719
C 1.28536 -2.27453 0.29161
O 0.10696 -2.06463 0.57271
C 1.96586 -3.53873 0.41961
Cl 1.04406 -4.90543 0.85181
C -2.55834 -1.90633 -2.13979
C -2.68924 -0.54363 -1.45359
C -3.77154 -0.59073 -0.36129
O -1.54344 -0.20073 -0.76859
H -3.53004 -2.19413 -2.53119
H -2.24254 -2.65073 -1.40939
H -1.84584 -1.87493 -2.95989
H -2.90124 0.25477 -2.18639
H -3.62704 -1.48513 0.24411
H -4.76214 -0.61963 -0.80539
H -3.68354 0.29457 0.26981


Record-wise energy values, in Eh: -1619.92742, -1319.72842, -3354.87400, -1247.47022, -1683.43309, -6062.55783, -3357.05541, -4095.48956